No. 1
C3H12O4 | wB97M-V/def2-TZVPD

CARTESIAN COORDINATES (ANGSTROEM)
C: 1.5130 0.3081 0.5535
O: 2.3095 0.1761 1.7709
C: 0.0999 -0.2379 0.8425
C: -0.9347 0.3666 -0.1213
O: -2.0010 -0.5882 -0.4268
H: 1.4375 1.3337 0.2224
H: 2.0984 -0.2707 -0.1665
H: 2.8397 0.9692 1.8121
H: -0.0021 -1.3116 0.9412
H: 0.0114 0.2993 1.8038
H: -1.4645 1.2600 0.2277
H: -0.4344 0.5292 -1.0798
H: -1.9387 -0.6989 -1.3740
H: 0.5420 2.5188 -3.1507
H: -0.1082 1.9248 -1.8913
O: 0.6938 2.3376 -2.2173
H: -1.3262 -3.3893 1.4037
H: -1.6157 -2.2939 0.3084
O: -1.7195 -3.2329 0.5415

The structure (SMILES) is OCCCO.O.O. The calculation puts the HOMO energy at -10.491 eV. As for the LUMO energy: 0.4 eV. As for the molar mass: 112.125 g mol⁻¹. Its HOMO-LUMO gap is 10.87 eV. The value obtained for the relative energy (zero: lowest compared OMol25 entry of this formula, charge and spin) is 31.2 kcal/mol.

No. 2
C5H10N2O5S | wB97M-V/def2-TZVPD

CARTESIAN COORDINATES (ANGSTROEM)
O: -2.7978 0.7923 1.4913
O: -1.4048 2.2968 0.1614
O: 0.8029 -1.5041 -0.6771
O: 1.4662 0.2844 1.9887
O: -2.9604 0.5305 -1.1256
C: 0.8632 0.8422 -1.0729
C: 1.9314 0.9982 -0.2224
N: -3.3620 -0.8624 -1.2703
N: -0.8720 -0.2288 0.2689
C: -0.0257 -0.3511 -0.9135
C: 1.8566 -1.4295 0.3301
C: 2.2285 -0.0268 0.8349
S: -2.0340 0.9626 0.2457
H: 1.6746 1.1597 2.3579
H: 0.7136 1.5855 -1.8367
H: 2.5929 1.8739 -0.3371
H: -2.8880 -1.4591 -0.5823
H: -4.3730 -0.9736 -1.1339
H: -0.2852 -0.0483 1.0785
H: -0.6872 -0.4917 -1.7808
H: 1.5400 -2.0373 1.1804
H: 2.7305 -1.9096 -0.0797
H: 3.2898 -0.0039 1.0944

The structure (SMILES) is NOS(=O)(=O)N[C@H]1C=C[C@@H](O)CO1. The calculation puts the HOMO energy at -9.978 eV. As for the LUMO energy: 0.5 eV. As for the molar mass: 210.211 g mol⁻¹. Its HOMO-LUMO gap is 10.45 eV. The value obtained for the relative energy (zero: lowest compared OMol25 entry of this formula, charge and spin) is 70.3 kcal/mol.

Copy entry 1 word for word.
C3H12O4 | wB97M-V/def2-TZVPD

CARTESIAN COORDINATES (ANGSTROEM)
C: 1.5130 0.3081 0.5535
O: 2.3095 0.1761 1.7709
C: 0.0999 -0.2379 0.8425
C: -0.9347 0.3666 -0.1213
O: -2.0010 -0.5882 -0.4268
H: 1.4375 1.3337 0.2224
H: 2.0984 -0.2707 -0.1665
H: 2.8397 0.9692 1.8121
H: -0.0021 -1.3116 0.9412
H: 0.0114 0.2993 1.8038
H: -1.4645 1.2600 0.2277
H: -0.4344 0.5292 -1.0798
H: -1.9387 -0.6989 -1.3740
H: 0.5420 2.5188 -3.1507
H: -0.1082 1.9248 -1.8913
O: 0.6938 2.3376 -2.2173
H: -1.3262 -3.3893 1.4037
H: -1.6157 -2.2939 0.3084
O: -1.7195 -3.2329 0.5415

The structure (SMILES) is OCCCO.O.O. The calculation puts the HOMO energy at -10.491 eV. As for the LUMO energy: 0.4 eV. As for the molar mass: 112.125 g mol⁻¹. Its HOMO-LUMO gap is 10.87 eV. The value obtained for the relative energy (zero: lowest compared OMol25 entry of this formula, charge and spin) is 31.2 kcal/mol.

What is the relative energy (zero: lowest compared OMol25 entry of this formula, charge and spin) in the second record? 70.3 kcal/mol

Copy entry 1 word for word.
C3H12O4 | wB97M-V/def2-TZVPD

CARTESIAN COORDINATES (ANGSTROEM)
C: 1.5130 0.3081 0.5535
O: 2.3095 0.1761 1.7709
C: 0.0999 -0.2379 0.8425
C: -0.9347 0.3666 -0.1213
O: -2.0010 -0.5882 -0.4268
H: 1.4375 1.3337 0.2224
H: 2.0984 -0.2707 -0.1665
H: 2.8397 0.9692 1.8121
H: -0.0021 -1.3116 0.9412
H: 0.0114 0.2993 1.8038
H: -1.4645 1.2600 0.2277
H: -0.4344 0.5292 -1.0798
H: -1.9387 -0.6989 -1.3740
H: 0.5420 2.5188 -3.1507
H: -0.1082 1.9248 -1.8913
O: 0.6938 2.3376 -2.2173
H: -1.3262 -3.3893 1.4037
H: -1.6157 -2.2939 0.3084
O: -1.7195 -3.2329 0.5415

The structure (SMILES) is OCCCO.O.O. The calculation puts the HOMO energy at -10.491 eV. As for the LUMO energy: 0.4 eV. As for the molar mass: 112.125 g mol⁻¹. Its HOMO-LUMO gap is 10.87 eV. The value obtained for the relative energy (zero: lowest compared OMol25 entry of this formula, charge and spin) is 31.2 kcal/mol.

Which value of relative energy (zero: lowest compared OMol25 entry of this formula, charge and spin) does entry 1 give? 31.2 kcal/mol